[1]
Formula: C3H9N3O2
Source: the Open Molecules 2025 dataset
Level of theory: the ωB97M-V functional and the def2-TZVPD basis

Output
SMILES = N=C=NN.COCO
ΔE to the lowest compared entry with this formula, charge and spin = 396.94 kJ/mol
LUMO level = 0.8 eV

Bonds (Å) are listed after each position.
Positions of all 17 atoms, in Å:
1 C -1.3245 -0.4561 0.8669  O6 1.406, O7 1.379, H13 1.101, H14 1.101
2 C -1.4400 1.1739 -0.8263  O6 1.414, H15 1.093, H16 1.096, H17 1.088
3 N 2.2814 0.1067 -0.3089  C4 1.200, N5 1.372
4 C 1.8793 -0.9968 -0.0639  N3 1.200, N8 1.223
5 N 2.2098 1.3323 0.3035  N3 1.372, H10 1.017, H11 1.020
6 O -0.7231 0.6749 0.2862  C1 1.406, C2 1.414
7 O -1.3909 -1.5482 0.0271  C1 1.379, H9 0.979
8 N 1.3947 -2.1122 -0.1895  C4 1.223, H12 1.006
9 H -0.4837 -1.8404 -0.1984  O7 0.979
10 H 2.4678 2.0330 -0.3863  N5 1.017
11 H 1.2682 1.5085 0.6542  N5 1.020
12 H 1.7956 -2.9268 0.2443  N8 1.006
13 H -0.7246 -0.6543 1.7682  C1 1.101
14 H -2.3615 -0.2260 1.1562  C1 1.101
15 H -1.5571 0.4011 -1.5902  C2 1.093
16 H -2.4300 1.5265 -0.5170  C2 1.096
17 H -0.8614 2.0039 -1.2261  C2 1.088

[2]
Formula: C6H15NO
Source: the Open Molecules 2025 dataset
Level of theory: the ωB97M-V functional and the def2-TZVPD basis

Output
SMILES = CCN[C@@H](C)[C@@H](C)O
ΔE to the lowest compared entry with this formula, charge and spin = 257.54 kJ/mol
LUMO level = 0.9 eV

Bonds (Å) are listed after each position.
Positions of all 23 atoms, in Å:
1 C -1.0389 -1.8432 -0.2171  N2 1.479, C8 1.569, H9 1.092, H10 1.183
2 N 0.2589 -1.1383 -0.2932  C1 1.479, C3 1.454, H11 0.981
3 C 0.0711 0.3002 -0.1990  N2 1.454, C4 1.570, C7 1.507, H12 1.066
4 C 1.4807 0.9810 -0.3165  C3 1.570, C5 1.484, O6 1.502, H13 1.145
5 C 1.6058 1.1864 -1.7810  C4 1.484, H14 1.145, H15 1.187, H16 1.100
6 O 1.5909 2.3007 0.3929  C4 1.502, H17 0.988
7 C -0.6051 0.9286 0.9927  C3 1.507, H18 1.075, H19 1.161, H20 1.071
8 C -1.8370 -1.9820 1.1266  C1 1.569, H21 1.096, H22 1.109, H23 1.190
9 H -1.7337 -1.3129 -0.8724  C1 1.092
10 H -0.9013 -2.9247 -0.6775  C1 1.183
11 H 0.8758 -1.4511 0.4023  N2 0.981
12 H -0.5917 0.6486 -0.9573  C3 1.066
13 H 2.2090 0.2426 0.1677  C4 1.145
14 H 0.9155 2.0580 -2.0562  C5 1.145
15 H 1.1847 0.2997 -2.4476  C5 1.187
16 H 2.6191 1.4322 -2.1304  C5 1.100
17 H 2.5190 2.6353 0.4383  O6 0.988
18 H -1.6285 0.6300 1.1329  C7 1.075
19 H -0.7186 2.0841 0.9693  C7 1.161
20 H -0.1138 0.8941 1.9433  C7 1.071
21 H -1.5925 -2.9243 1.6290  C8 1.096
22 H -1.5641 -1.1646 1.8249  C8 1.109
23 H -3.0054 -1.8805 0.9283  C8 1.190

[3]
Formula: C31H55BrN2O12S5
Source: the Open Molecules 2025 dataset
Level of theory: the ωB97M-V functional and the def2-TZVPD basis

Output
SMILES = CNCN(Cc1cccc(C)c1)C(=O)OBr.O=S1(=O)CCCC1.O=S1(=O)CCCC1.O=S1(=O)CCCC1.O=S1(=O)CCCC1.O=S1(=O)CCCC1
LUMO level = -1.0 eV

Bonds (Å) are listed after each position.
Positions of all 106 atoms, in Å:
1 C -1.0138 -1.4631 5.0632  N2 1.468, H17 1.107, H18 1.088, H19 1.092
2 N -1.6132 -0.4419 4.1959  C1 1.468, C3 1.439, H20 1.010
3 C -2.3031 -0.9670 3.0474  N2 1.439, N4 1.513, H21 1.096, H22 1.099
4 N -1.5410 -0.8651 1.7439  C3 1.513, C5 1.471, C13 1.417
5 C -0.1269 -1.2494 1.8730  N4 1.471, C6 1.525, H23 1.094, H24 1.102
6 C 0.6411 -0.9998 0.5791  C5 1.525, C7 1.370, C12 1.387
7 C 1.3702 -1.9706 -0.0553  C6 1.370, C8 1.378, H25 1.090
8 C 2.0862 -1.7085 -1.2031  C7 1.378, C9 1.374, H26 1.086
9 C 2.0627 -0.4361 -1.7219  C8 1.374, C10 1.384, H27 1.087
10 C 1.3314 0.5568 -1.0925  C9 1.384, C11 1.519, C12 1.372
11 C 1.3634 1.9602 -1.6715  C10 1.519, H28 1.113, H29 1.093, H30 1.093
12 C 0.6196 0.2820 0.0483  C6 1.387, C10 1.372, H31 1.088
13 C -2.2051 -1.7528 0.8620  N4 1.417, O14 1.211, O15 1.409
14 O -3.3166 -1.5164 0.4425  C13 1.211
15 O -1.5989 -2.9640 0.4733  C13 1.409, Br16 1.831
16 Br -1.9522 -4.2962 1.6790  O15 1.831
17 H 0.0502 -1.6348 4.8096  C1 1.107
18 H -1.0534 -1.2049 6.1193  C1 1.088
19 H -1.4910 -2.4385 4.9478  C1 1.092
20 H -0.9452 0.2735 3.9485  N2 1.010
21 H -2.6727 -1.9827 3.2283  C3 1.096
22 H -3.2094 -0.3613 2.9091  C3 1.099
23 H 0.4011 -0.6813 2.6442  C5 1.094
24 H 0.0331 -2.3107 2.1234  C5 1.102
25 H 1.3630 -2.9684 0.3836  C7 1.090
26 H 2.6615 -2.5210 -1.6361  C8 1.086
27 H 2.6273 -0.2227 -2.6258  C9 1.087
28 H 2.1540 2.5021 -1.1066  C11 1.113
29 H 0.4150 2.4822 -1.5189  C11 1.093
30 H 1.6919 1.9611 -2.7137  C11 1.093
31 H 0.0717 1.0964 0.5171  C12 1.088
32 C 7.2867 2.1916 0.2070  C33 1.530, C38 1.526, H39 1.089, H40 1.093
33 C 7.4553 3.6046 -0.3554  C32 1.530, C34 1.532, H41 1.094, H42 1.090
34 C 6.4181 3.7832 -1.4681  C33 1.532, S35 1.795, H43 1.087, H44 1.089
35 S 5.0454 2.7030 -1.0530  C34 1.795, O36 1.443, O37 1.446, C38 1.788
36 O 4.9493 1.6708 -2.0567  S35 1.443
37 O 3.9020 3.5003 -0.6678  S35 1.446
38 C 5.7870 2.0021 0.4156  C32 1.526, S35 1.788, H45 1.088, H46 1.090
39 H 7.8390 2.0570 1.1362  C32 1.089
40 H 7.6588 1.4614 -0.5156  C32 1.093
41 H 7.2738 4.3361 0.4369  C33 1.094
42 H 8.4646 3.7680 -0.7325  C33 1.090
43 H 6.0601 4.8081 -1.5280  C34 1.087
44 H 6.8088 3.4689 -2.4353  C34 1.089
45 H 5.4916 0.9592 0.5131  C38 1.088
46 H 5.4317 2.5756 1.2717  C38 1.090
47 C -6.9665 -0.7356 -0.9473  C48 1.533, C53 1.528, H54 1.084, H55 1.094
48 C -5.9579 -1.8878 -1.0245  C47 1.533, C49 1.532, H56 1.093, H57 1.090
49 C -6.7364 -3.1901 -0.8138  C48 1.532, S50 1.795, H58 1.088, H59 1.089
50 S -8.4060 -2.8744 -1.3910  C49 1.795, O51 1.445, O52 1.445, C53 1.789
51 O -9.3034 -2.9504 -0.2616  S50 1.445
52 O -8.6452 -3.6283 -2.5999  S50 1.445
53 C -8.1545 -1.1538 -1.8131  C47 1.528, S50 1.789, H60 1.088, H61 1.083
54 H -6.5359 0.1971 -1.2918  C47 1.084
55 H -7.2901 -0.5984 0.0887  C47 1.094
56 H -5.4882 -1.8929 -2.0117  C48 1.093
57 H -5.1631 -1.7827 -0.2862  C48 1.090
58 H -6.3130 -4.0157 -1.3814  C49 1.088
59 H -6.7936 -3.4562 0.2407  C49 1.089
60 H -9.0606 -0.5871 -1.6093  C53 1.088
61 H -7.9133 -1.1049 -2.8674  C53 1.083
62 C -7.4580 2.4077 -6.7245  C63 1.534, C68 1.525, H69 1.089, H70 1.092
63 C -6.4022 3.2077 -5.9513  C62 1.534, C64 1.533, H71 1.092, H72 1.089
64 C -6.8452 3.2541 -4.4840  C63 1.533, S65 1.796, H73 1.087, H74 1.089
65 S -7.8176 1.7695 -4.2071  C64 1.796, O66 1.440, O67 1.444, C68 1.788
66 O -9.1764 2.1523 -3.9252  S65 1.440
67 O -7.0897 0.8722 -3.3417  S65 1.444
68 C -7.7317 1.1626 -5.8873  C62 1.525, S65 1.788, H75 1.088, H76 1.090
69 H -7.1161 2.1478 -7.7255  C62 1.089
70 H -8.3711 2.9995 -6.8225  C62 1.092
71 H -5.4361 2.7041 -6.0285  C63 1.092
72 H -6.2802 4.2118 -6.3557  C63 1.089
73 H -5.9975 3.2566 -3.8029  C64 1.087
74 H -7.4838 4.1127 -4.2839  C64 1.089
75 H -8.6635 0.6638 -6.1444  C68 1.088
76 H -6.9010 0.4590 -5.9433  C68 1.090
77 C -3.5006 -6.0657 7.8023  C78 1.533, C83 1.525, H84 1.089, H85 1.092
78 C -3.9840 -5.2825 9.0289  C77 1.533, C79 1.534, H86 1.092, H87 1.089
79 C -2.9146 -4.2327 9.3547  C78 1.534, S80 1.796, H88 1.087, H89 1.089
80 S -2.0993 -3.8477 7.8008  C79 1.796, O81 1.441, O82 1.440, C83 1.790
81 O -0.7289 -4.2854 7.8754  S80 1.441
82 O -2.4517 -2.5119 7.3958  S80 1.440
83 C -3.0169 -5.0179 6.8051  C77 1.525, S80 1.790, H90 1.088, H91 1.090
84 H -4.2914 -6.6839 7.3793  C77 1.089
85 H -2.6738 -6.7215 8.0849  C77 1.092
86 H -4.9278 -4.7859 8.7938  C78 1.092
87 H -4.1629 -5.9372 9.8810  C78 1.089
88 H -3.3491 -3.3235 9.7630  C79 1.087
89 H -2.1626 -4.6240 10.0378  C79 1.089
90 H -2.3711 -5.4248 6.0298  C83 1.088
91 H -3.8550 -4.4848 6.3557  C83 1.090
92 C 12.7117 2.9489 -3.4990  C93 1.534, C98 1.525, H99 1.089, H100 1.092
93 C 11.7577 2.9835 -4.6994  C92 1.534, C94 1.534, H101 1.092, H102 1.089
94 C 10.3276 3.0272 -4.1474  C93 1.534, S95 1.796, H103 1.087, H104 1.089
95 S 10.4346 3.8286 -2.5439  C94 1.796, O96 1.442, O97 1.440, C98 1.788
96 O 10.0855 2.8651 -1.5300  S95 1.442
97 O 9.8129 5.1263 -2.6115  S95 1.440
98 C 12.2117 4.0234 -2.5390  C92 1.525, S95 1.788, H105 1.088, H106 1.090
99 H 13.7437 3.1293 -3.7966  C92 1.089
100 H 12.6650 1.9686 -3.0190  C92 1.092
101 H 11.9511 3.8799 -5.2924  C93 1.092
102 H 11.8994 2.1234 -5.3524  C93 1.089
103 H 9.6616 3.6008 -4.7877  C94 1.087
104 H 9.9255 2.0268 -3.9950  C94 1.089
105 H 12.5907 3.9084 -1.5259  C98 1.088
106 H 12.4356 5.0224 -2.9131  C98 1.090

We obtain gap between HOMO and LUMO values of 9.78, 9.96, 7.56 eV for the records listed above, in that order.
We obtain calculated total energy values of -434.37498, -367.53321, -6791.42120 Eh for the records listed above, in that order.